Density functional theory data (ωB97M-V/def2-TZVPD) for 2 unconnected molecules or ions with the total composition C4H8BrI.

Its total energy is -82417.01722 eV. Its charge is 0. The orbital gap (spin up / spin down) is 8.5 / 8.6 eV.

Element x y z (Å)
C 0.60 1.85 1.08
C -1.07 -0.45 -1.23
C 0.35 -0.75 0.72
C 0.11 -1.19 -0.67
Br -1.02 -1.19 1.97
I 1.98 -0.45 -1.71
H -0.43 1.93 1.39
H 0.94 2.51 0.31
H 1.27 1.77 1.93
H -2.05 -0.70 -0.77
H -1.03 0.57 -1.24
H -1.24 -0.71 -2.22
H 1.37 -0.91 1.17
H 0.23 -2.29 -0.72

Density functional theory data (ωB97M-V/def2-TZVPD) for a molecular structure, C4H8BrN2.

Its total energy is -77291.04783 eV. Its charge is +1. The orbital gap is 10.8 eV.

Element x y z (Å)
C 1.15 -0.35 2.11
C 0.74 1.05 0.45
C 0.32 -1.11 1.16
C -0.52 -0.38 -1.21
N 1.35 0.84 1.69
N 0.51 -0.33 -0.13
Br 0.88 -2.98 0.69
H 1.54 -0.70 3.06
H -0.38 1.36 0.51
H 1.40 1.56 -0.17
H -1.00 -1.14 1.40
H 0.04 0.24 -2.06
H -0.80 -1.42 -1.61
H -1.57 -0.07 -1.04
H 1.46 -0.74 -0.44

Energy relative to the best compared isomer or geometry (same formula, charge and spin) readings, ordered: 337.7 332.1 kJ/mol